1.
{"formula": "C4H7NS", "method": "wB97M-V/def2-TZVPD", "elements": ["C", "C", "C", "C", "H", "H", "H", "H", "H", "H", "H", "N", "S"], "coordinates": [[-1.12146, 1.21052, 0.00773], [-0.24438, 0.19403, 0.74828], [0.00541, -1.03514, -0.12105], [1.41900, -0.87473, -0.73806], [-2.10068, 0.80712, -0.26238], [-0.64986, 1.50438, -0.94558], [-1.21206, 2.10247, 0.65103], [-0.62377, -0.01208, 1.74597], [0.04506, -1.92025, 0.49665], [-0.80233, -1.27953, -0.83294], [1.66501, -1.49159, -1.61647], [2.21202, -0.05883, -0.18842], [1.40804, 0.85363, 1.05524]], "atomic_forces_ev_per_a": [[0.41, 0.46, 0.14], [-0.43, 0.28, -0.80], [0.49, -0.39, -0.17], [-1.52, -0.30, 0.11], [-0.03, 0.00, 0.34], [0.01, -0.03, 0.42], [-0.25, -0.22, -0.49], [-0.35, -0.33, -0.16], [0.24, -0.47, 0.37], [0.37, 0.55, 0.03], [0.38, 0.32, 0.53], [-0.31, 0.43, -0.03], [0.99, -0.30, -0.30]], "mulliken_charge": [-1.23, 0.10, -0.72, 0.01, 0.34, 0.32, 0.34, 0.38, 0.30, 0.33, 0.35, -0.48, -0.04], "relative_energy_kj_mol": 73.8, "smiles": "C[C@H]1CC=NS1", "fmax_ha_per_bohr": 0.0302, "charge": 0, "gap_ev": 9.39, "total_energy_ev": -16586.16668, "multiplicity": 1, "molar_mass_g_mol": 101.2}

---

2.
{"formula": "C36H56F2O42S10", "method": "wB97M-V/def2-TZVPD", "elements": ["O", "C", "C", "C", "C", "O", "C", "C", "C", "C", "C", "F", "C", "C", "C", "C", "C", "F", "C", "C", "H", "H", "H", "H", "H", "H", "H", "H", "H", "H", "H", "H", "H", "H", "H", "H", "C", "C", "O", "S", "O", "O", "O", "H", "H", "H", "H", "C", "C", "O", "S", "O", "O", "O", "H", "H", "H", "H", "C", "C", "O", "S", "O", "O", "O", "H", "H", "H", "H", "C", "C", "O", "S", "O", "O", "O", "H", "H", "H", "H", "C", "C", "O", "S", "O", "O", "O", "H", "H", "H", "H", "C", "C", "O", "S", "O", "O", "O", "H", "H", "H", "H", "C", "C", "O", "S", "O", "O", "O", "H", "H", "H", "H", "C", "C", "O", "S", "O", "O", "O", "H", "H", "H", "H", "C", "C", "O", "S", "O", "O", "O", "H", "H", "H", "H", "C", "C", "O", "S", "O", "O", "O", "H", "H", "H", "H"], "coordinates": [[-1.31195, -6.88851, 4.16508], [-0.46415, -5.96950, 4.01001], [1.01698, -6.21672, 4.56697], [2.06007, -5.39924, 4.06384], [1.83668, -4.27193, 2.93029], [2.84224, -3.99366, 2.22434], [0.38002, -3.67537, 2.79173], [-0.00553, -2.30697, 2.18113], [1.11692, -1.29893, 1.64908], [1.17789, -0.07514, 2.69879], [1.98129, -0.42081, 4.04087], [1.40159, -1.47486, 4.83528], [-1.49831, -1.86661, 2.06981], [-2.67253, -2.74294, 2.60036], [-4.14868, -2.16069, 2.41176], [-5.26895, -3.15372, 3.00932], [-6.70544, -2.48240, 2.67808], [-7.70694, -3.42579, 3.10539], [-2.30976, -4.11164, 3.23761], [-0.81081, -4.56307, 3.33025], [1.28534, -7.00674, 5.34116], [3.13161, -5.56558, 4.44124], [2.12451, -1.77331, 1.40832], [0.72179, -0.87305, 0.64784], [1.75546, 0.77524, 2.16104], [0.12147, 0.35583, 2.89657], [3.08191, -0.62676, 3.78419], [1.95000, 0.54307, 4.70277], [-1.74724, -0.85542, 1.58134], [-4.35402, -2.00110, 1.28246], [-4.30276, -1.12981, 2.90019], [-5.12832, -4.16479, 2.47556], [-5.07760, -3.22925, 4.14399], [-6.75378, -1.52401, 3.30663], [-6.80659, -2.16783, 1.58596], [-3.17932, -4.74834, 3.62866], [-5.54339, 1.35203, 5.43395], [-4.49934, 2.39028, 5.80768], [-3.43986, 1.65000, 6.41794], [-3.35499, 0.18321, 5.73231], [-2.33414, 0.21671, 4.72753], [-3.39656, -0.80513, 6.76739], [-4.79909, 0.21549, 4.98859], [-6.13488, 1.05372, 6.30434], [-6.21055, 1.70355, 4.64592], [-4.88632, 3.14309, 6.49493], [-4.10277, 2.87842, 4.91354], [0.34694, -5.13955, -2.87900], [0.02040, -5.78448, -1.53925], [0.01275, -4.70766, -0.60314], [-0.50055, -3.36167, -1.35222], [-1.89755, -3.19914, -1.07635], [0.46101, -2.32492, -1.12731], [-0.34412, -3.88952, -2.87663], [1.41826, -4.93679, -2.96813], [0.02265, -5.75142, -3.72198], [0.75213, -6.53953, -1.25114], [-0.97815, -6.23144, -1.54907], [0.58722, 2.23192, 8.18003], [2.04186, 2.21735, 8.62366], [2.78681, 2.58141, 7.46096], [1.90284, 3.60539, 6.56448], [2.32031, 4.94228, 6.86758], [1.83625, 3.09406, 5.22564], [0.47564, 3.34340, 7.28931], [0.33420, 1.32389, 7.62530], [-0.09910, 2.34621, 9.01976], [2.35483, 1.24008, 8.99114], [2.22757, 2.97174, 9.39391], [-3.30511, -0.68442, -5.71452], [-2.25890, 0.34221, -5.31043], [-1.21332, -0.41473, -4.69812], [-1.13167, -1.87286, -5.40391], [-0.09584, -1.83389, -6.39709], [-1.18741, -2.87605, -4.37755], [-2.56399, -1.82070, -6.16592], [-3.90980, -0.99115, -4.85621], [-3.95933, -0.31661, -6.50563], [-2.65183, 1.08640, -4.61737], [-1.84191, 0.84638, -6.18615], [-1.20515, 5.23347, 2.91023], [-2.07657, 5.59770, 1.71906], [-2.60467, 4.35686, 1.25269], [-2.80122, 3.35710, 2.51327], [-4.17344, 3.42309, 2.92790], [-2.13784, 2.12366, 2.21984], [-1.90679, 4.18535, 3.58406], [-0.23696, 4.84128, 2.58659], [-1.04728, 6.07958, 3.57980], [-1.51526, 6.09668, 0.92904], [-2.91568, 6.22998, 2.02400], [-2.22388, 4.80456, -7.29110], [-3.07437, 5.20470, -8.48703], [-3.58711, 3.97583, -9.00441], [-3.80328, 2.93506, -7.77936], [-5.18039, 2.98167, -7.38632], [-3.12634, 1.71307, -8.09843], [-2.93258, 3.73225, -6.66675], [-1.24746, 4.42844, -7.60876], [-2.08389, 5.62806, -6.59006], [-2.49972, 5.73280, -9.24785], [-3.92339, 5.82210, -8.17919], [3.14103, 6.95188, -0.39966], [2.48673, 5.69860, -0.96280], [1.08563, 5.97369, -0.94548], [0.85365, 7.56038, -1.19092], [0.55851, 7.76150, -2.57784], [0.02215, 8.06254, -0.13661], [2.37905, 8.04308, -0.92222], [3.06978, 6.97866, 0.69168], [4.18668, 7.04056, -0.69641], [2.71219, 4.81029, -0.37177], [2.78318, 5.52703, -2.00302], [2.72519, 1.43746, -2.62769], [3.92405, 1.76595, -3.50459], [3.39574, 2.54848, -4.57618], [2.14133, 3.41948, -4.02775], [2.61109, 4.73840, -3.71228], [1.01687, 3.18026, -4.87987], [1.91812, 2.61676, -2.63551], [2.13698, 0.61917, -3.05244], [3.01713, 1.18212, -1.60835], [4.41699, 0.87225, -3.88716], [4.65185, 2.37945, -2.96503], [1.98790, -0.41525, -8.37863], [3.44356, -0.44752, -7.94018], [4.18861, -0.07873, -9.10083], [3.31052, 0.96264, -9.98470], [3.73996, 2.29332, -9.66964], [3.23758, 0.46757, -11.32587], [1.88296, 0.70637, -9.25803], [1.72521, -1.31528, -8.94126], [1.30598, -0.30366, -7.53581], [3.74859, -1.43127, -7.58322], [3.63829, 0.29776, -7.16279], [5.05606, -7.32228, 2.38545], [6.09166, -6.27870, 2.77425], [7.14993, -7.01763, 3.38509], [7.24463, -8.48119, 2.68850], [8.27124, -8.43845, 1.68973], [7.20347, -9.47522, 3.71773], [5.80624, -8.45191, 1.93738], [4.46113, -7.62962, 3.25032], [4.39170, -6.96925, 1.59595], [5.69353, -5.53414, 3.46361], [6.49630, -5.77599, 1.89102]], "atomic_forces_ev_per_a": [[2.56, 3.22, -0.62], [-1.20, -1.60, 0.73], [1.63, 2.65, -1.73], [-2.11, -1.00, 0.53], [1.24, -0.31, -0.35], [-3.25, -0.47, 2.06], [-3.63, 0.46, 0.14], [-1.40, -1.75, 0.31], [-1.66, 0.58, 0.04], [0.51, -0.11, -0.39], [-0.29, 1.95, 0.01], [0.87, 1.15, -1.33], [0.74, -3.05, 1.53], [3.73, -0.24, -0.14], [-0.19, -0.61, 0.01], [0.38, 0.98, -0.98], [1.60, -0.44, 1.22], [0.94, 1.57, -0.85], [2.22, 2.13, -1.27], [-0.41, 1.91, -0.80], [-0.92, 1.01, -1.27], [-1.71, 0.44, -0.85], [-1.45, 0.45, 0.74], [0.61, -0.70, 1.70], [-0.70, -1.25, 1.12], [1.71, -0.95, -0.13], [-1.70, -0.23, 0.53], [0.11, -1.83, -1.08], [0.53, -1.73, 0.89], [0.52, -0.38, 1.73], [0.70, -1.52, -0.62], [-0.54, 1.45, 1.02], [-0.64, -0.09, -1.78], [-0.37, -1.44, -0.73], [-0.13, -0.95, 1.37], [1.84, 0.82, -0.57], [-0.39, 0.29, 0.49], [-0.13, 0.45, -0.66], [-0.12, -1.01, 0.10], [0.06, 0.18, -0.08], [-0.71, -0.34, 0.79], [0.29, 0.66, -0.75], [0.81, 0.13, 0.13], [0.01, 0.02, -0.05], [0.22, -0.18, -0.08], [0.17, -0.21, 0.14], [-0.24, -0.08, 0.34], [0.51, -0.23, 0.21], [-0.40, -0.36, -0.34], [0.20, 0.76, -0.28], [-0.21, -0.71, -0.24], [1.07, 0.30, -0.22], [-0.71, -0.44, -0.08], [1.07, -1.62, 3.48], [-0.03, -0.09, 0.01], [-0.15, 0.26, 0.03], [0.00, 0.25, 0.18], [0.08, -0.03, -0.05], [0.00, -0.74, 0.06], [-0.26, 0.26, 0.60], [-0.56, 0.20, -0.78], [-0.09, -0.15, 0.29], [-0.39, -0.87, -0.59], [0.27, 0.63, 0.90], [0.88, 0.40, -0.19], [0.01, 0.02, 0.07], [0.02, 0.21, -0.19], [0.11, 0.08, -0.28], [-0.04, -0.08, 0.00], [-0.45, 0.34, 0.46], [-0.22, 0.41, -0.71], [0.03, -1.09, 0.02], [-0.83, 0.37, 0.05], [-0.47, -0.38, 0.70], [-0.82, 2.41, -3.46], [1.03, 0.16, 0.09], [0.04, 0.04, -0.03], [0.24, -0.17, -0.08], [0.20, -0.19, 0.12], [-0.13, -0.01, 0.06], [0.56, 0.23, -0.44], [-0.10, 0.70, 0.34], [0.15, -0.87, 0.62], [0.67, 0.28, -0.42], [0.81, -0.32, -0.30], [-0.87, 0.76, 0.16], [-0.90, -0.33, -0.46], [-0.04, 0.05, 0.02], [-0.16, -0.23, 0.09], [-0.07, -0.23, -0.04], [0.09, 0.02, -0.01], [0.62, 0.26, -0.40], [-0.18, 0.55, 0.42], [0.25, -0.83, 0.58], [-0.04, 0.63, -0.14], [1.05, -0.45, -0.16], [-0.74, 0.62, 0.20], [-0.76, -0.35, -0.50], [-0.04, 0.07, 0.02], [-0.15, -0.23, 0.08], [-0.08, -0.29, -0.07], [0.09, 0.02, -0.01], [0.07, -0.43, 0.61], [0.88, 0.07, -0.52], [-0.39, 0.90, 0.40], [0.41, -0.23, -0.35], [-0.03, 0.15, 1.18], [0.26, -0.39, -0.80], [-0.77, -0.35, -0.40], [0.05, 0.01, -0.04], [-0.20, 0.18, -0.12], [-0.31, 0.10, 0.07], [-0.01, 0.14, 0.56], [0.09, -0.74, -0.23], [0.31, 0.08, 0.61], [-0.92, 0.19, 0.13], [-0.01, -0.36, -0.10], [-0.60, -1.03, -0.75], [0.88, 0.49, 0.52], [0.39, 0.74, -0.57], [0.05, 0.01, 0.06], [-0.15, 0.22, -0.05], [-0.15, 0.16, -0.19], [0.00, -0.10, 0.00], [-0.05, -0.63, 0.17], [-0.26, 0.26, 0.52], [-0.51, 0.18, -0.65], [-0.12, -0.02, 0.11], [-0.37, -0.87, -0.50], [0.27, 0.55, 0.90], [0.94, 0.38, -0.17], [0.00, 0.02, 0.10], [0.02, 0.15, -0.23], [0.09, 0.07, -0.27], [-0.06, -0.05, 0.02], [-0.40, 0.29, 0.43], [-0.18, 0.30, -0.58], [-0.20, -0.90, -0.03], [0.02, 0.07, -0.04], [-0.72, -0.31, 0.77], [0.29, 0.70, -0.77], [0.87, 0.19, 0.15], [0.00, 0.06, -0.05], [0.17, -0.17, -0.02], [0.18, -0.17, 0.08], [-0.11, 0.02, 0.04]], "mulliken_charge": [-0.59, 0.22, -0.56, -0.34, 0.27, -0.67, 1.00, 0.76, -0.96, -0.20, 0.13, -0.33, -0.85, 0.73, -0.17, -0.61, -0.17, -0.33, -0.83, -0.03, 0.34, 0.35, 0.36, 0.19, 0.33, 0.03, 0.27, -0.17, 0.10, 0.39, 0.07, 0.36, 0.30, 0.06, 0.30, 0.33, -0.39, 0.35, -0.33, 0.90, -0.17, -0.60, -0.34, 0.31, 0.37, 0.38, -0.46, -0.46, -0.49, -0.18, 1.04, -0.58, -0.53, -0.08, 0.28, 0.33, 0.34, 0.30, -0.26, -0.36, -0.31, 1.01, -0.57, -0.43, -0.25, 0.23, 0.32, 0.32, 0.31, -0.39, -0.26, -0.24, 0.91, -0.53, -0.38, -0.33, 0.32, 0.32, 0.32, 0.26, -0.28, -0.23, -0.31, 1.03, -0.70, -0.29, -0.30, 0.26, 0.35, 0.10, 0.29, -0.30, -0.37, -0.31, 1.10, -0.56, -0.51, -0.26, 0.26, 0.31, 0.31, 0.31, -0.39, -0.08, -0.20, 1.08, -0.55, -0.56, -0.34, 0.30, 0.32, 0.39, 0.09, -0.19, -0.37, -0.31, 1.04, -0.69, -0.43, -0.20, 0.18, 0.30, 0.33, 0.27, -0.10, -0.22, -0.34, 1.06, -0.52, -0.54, -0.26, 0.25, 0.13, 0.32, 0.21, -0.18, -0.23, -0.35, 1.06, -0.53, -0.53, -0.35, 0.29, 0.26, 0.25, 0.31], "smiles": "O=C1C=CC(=O)c2c(CCCF)cc(CCCF)cc21.O=S1(=O)OCCO1.O=S1(=O)OCCO1.O=S1(=O)OCCO1.O=S1(=O)OCCO1.O=S1(=O)OCCO1.O=S1(=O)OCCO1.O=S1(=O)OCCO1.O=S1(=O)OCCO1.O=S1(=O)OCCO1.O=S1(=O)OCCO1", "fmax_ha_per_bohr": 0.0836, "charge": 0, "gap_ev": 7.56, "total_energy_ev": -238005.69391, "multiplicity": 1, "molar_mass_g_mol": 1519.5}

---

3.
{"formula": "C4H18O4", "method": "wB97M-V/def2-TZVPD", "elements": ["C", "C", "C", "C", "H", "H", "H", "H", "H", "H", "H", "H", "H", "H", "H", "H", "O", "H", "H", "O", "H", "H", "O", "H", "H", "O"], "coordinates": [[-1.50420, 1.25171, -0.82533], [2.11673, -0.01821, -1.05230], [0.63550, -0.24981, -1.02298], [0.05353, 1.11756, -0.49067], [-1.68436, 1.82437, -1.73203], [-1.83357, 1.63807, 0.14105], [-1.78151, 0.20989, -0.75632], [2.79730, -0.83823, -0.55280], [2.43746, 0.93121, -0.64787], [2.49444, 0.20278, -1.94236], [0.28381, -1.01866, -0.34398], [0.22818, -0.47255, -2.12077], [0.21698, 1.23039, 0.51509], [0.33339, 1.89587, -1.18358], [2.58883, 0.03794, 1.52810], [1.55738, -1.11513, 1.43876], [1.97344, -0.56571, 2.09640], [-1.18608, -0.29996, -3.20334], [-2.55970, -1.02960, -2.70978], [-1.58588, -1.09260, -2.83988], [-1.21042, -2.33068, 2.59892], [-0.19787, -1.16709, 2.47650], [-0.58644, -1.86591, 1.95181], [-0.40084, 0.67095, 2.88948], [-1.97759, 0.60888, 2.63659], [-1.20848, 0.44454, 3.15130]], "atomic_forces_ev_per_a": [[1.84, -1.29, 2.84], [1.38, -2.29, 4.13], [-1.04, 1.81, -1.51], [-2.54, -1.25, -5.06], [-0.41, -0.24, 0.28], [-0.98, 0.88, -0.65], [-1.01, -0.08, -0.86], [-1.30, 1.38, -1.12], [-0.31, 0.35, 1.34], [1.37, -0.14, -4.53], [0.06, -0.40, -0.18], [1.14, 0.37, 2.88], [0.80, 0.61, 2.23], [1.63, 0.55, 0.64], [-1.71, -1.64, 1.61], [-0.26, -0.56, -0.43], [1.87, 2.22, -1.05], [-0.85, 0.25, -0.08], [1.26, 0.52, -0.46], [-1.04, -1.06, 0.00], [1.41, 1.07, -1.43], [-0.14, 0.11, 0.34], [-1.28, -1.80, 0.81], [4.63, 2.07, -2.47], [-0.01, 0.49, -1.16], [-4.52, -1.93, 3.92]], "mulliken_charge": [-1.14, -1.75, 0.34, -0.56, 0.35, 0.31, 0.25, 0.32, 0.42, 0.52, 0.17, 0.02, 0.40, 0.32, 0.35, 0.35, -0.69, 0.37, 0.31, -0.64, 0.28, 0.34, -0.61, 0.30, 0.32, -0.62], "relative_energy_kj_mol": 286.6, "smiles": "CCCC.O.O.O.O", "fmax_ha_per_bohr": 0.1223, "charge": 0, "gap_ev": 11.19, "total_energy_ev": -12627.40047, "multiplicity": 1, "molar_mass_g_mol": 130.2}